# 1
130
Properties=species:S:1:pos:R:3:mulliken_spin:R:1 method="wB97M-V/def2-TZVPD" homo_lumo_gap_ev="1.3 / 8.0" s2=0.75 multiplicity=2 total_charge=-1
S -1.12545 -1.98170 1.53175 -0.13
S -2.27150 -2.37763 -3.78865 -0.48
S 4.38148 -1.11166 3.80501 -0.05
O -2.00628 4.39208 -3.77291 -0.04
O -1.97695 -2.78440 -2.32444 0.30
O -6.01886 -2.81524 6.63634 0.00
O -0.22176 5.68142 2.22245 0.00
O -4.90165 -1.10253 5.70085 -0.02
O -3.90289 -3.02238 5.79507 -0.01
O 1.09085 -4.34137 -2.84162 -0.14
O -1.12347 -1.16837 2.77139 0.02
O 4.01545 -0.32888 2.53361 0.01
N -1.42711 5.29641 2.80991 0.01
N 1.75051 -4.87433 -1.84933 0.33
N -0.94831 3.59133 -4.20681 0.18
C -1.90407 7.70685 3.17288 0.01
C -3.70106 -0.89790 4.97320 0.03
C 4.20887 -2.79892 3.06864 0.02
C -0.50239 2.51845 -3.33654 -0.69
C -0.61551 -0.90768 0.16886 0.02
C 0.01565 3.05555 -2.06137 0.04
C -2.75912 3.41496 3.64558 0.03
C -3.09278 4.23196 4.94026 0.00
C -2.98473 -3.89801 -4.54765 -0.52
C -3.24618 -2.35635 4.69964 -0.04
C 2.95116 -4.08372 -1.48103 0.06
C -0.26431 3.21356 3.75633 0.02
C -0.57605 -2.57678 -4.52768 0.83
C -1.45984 3.80223 2.91988 0.01
C -0.56445 5.34191 -5.91167 0.04
C 0.54933 1.64726 -4.01730 0.04
C 3.36821 -4.59911 -0.11340 -0.17
C -1.75732 6.19627 3.90360 -0.02
C -1.59476 3.07329 1.51143 -0.03
C 1.56854 2.39188 -4.67610 -0.12
C 1.80986 -6.35100 -1.89345 -1.00
C 2.69517 -7.10423 -2.94456 0.22
C -1.66971 1.66874 -2.89528 0.74
C -3.12867 5.78882 4.60826 0.00
C -0.68748 6.18976 5.12250 0.00
C 0.99100 3.40793 -5.61152 0.17
C 3.43162 -6.15988 0.12403 0.06
C 2.49940 -2.46528 -1.45556 -0.07
C 2.28161 -6.85157 -0.51396 0.11
C 0.09132 4.41633 -4.89792 -0.18
C 3.14201 -1.38179 5.16148 0.06
C 0.26093 -3.19944 1.54555 0.03
C 4.19752 -4.33023 -2.24206 0.03
C 0.31947 -6.87037 -1.98422 0.29
C 0.83324 5.35428 -3.91659 0.04
C -5.05917 -2.36915 6.03588 0.03
H -0.18117 -6.49857 -1.09022 0.04
H 1.02021 3.45723 -2.19416 0.11
H -2.50475 3.52424 1.11563 0.00
H -4.04603 3.87376 5.32898 0.00
H -2.17347 -2.47966 4.84864 0.01
H -2.47784 -4.82797 -4.29015 0.12
H -0.74652 3.38800 0.90353 0.00
H 4.11431 -4.51071 -3.31379 -0.03
H -2.18001 1.24580 -3.76061 -0.30
H 4.76944 -3.55108 3.62371 -0.01
H -0.62154 3.84024 -1.65352 -0.06
H 1.89825 5.24358 -3.71259 0.01
H -3.45360 3.52879 2.81320 -0.02
H 0.28958 5.42481 -2.97448 0.00
H 0.21296 -3.90545 0.71650 0.08
H 2.27523 1.70518 -5.14210 -0.15
H -3.77146 -0.46015 3.97745 -0.01
H 0.25182 2.35778 3.32118 0.00
H 0.15670 -1.85129 -4.17435 -0.05
H 3.14240 -2.86845 2.85441 0.02
H 0.28569 2.87878 -6.25230 -0.07
H 3.53626 -6.42877 1.17515 0.04
H -4.06300 6.05035 4.11153 0.00
H -2.03727 8.45969 3.94979 0.00
H 0.15067 2.24438 -1.34593 0.04
H -0.19087 -6.54468 -2.89063 0.08
H 0.23223 -7.95674 -2.00111 -0.05
H -1.04462 4.69490 -6.64579 -0.02
H 1.47400 -2.09961 -1.50972 0.09
H 4.33744 -6.58428 -0.30893 0.00
H -0.30516 -3.63238 -4.54839 -0.11
H 2.07426 -1.46838 4.96018 -0.01
H 0.89974 6.37791 -4.28515 -0.01
H 4.72613 -2.71668 2.11271 0.00
H -3.22794 6.23863 5.59615 0.00
H -1.01565 7.93639 2.58455 0.00
H -1.72633 1.99920 1.64225 -0.01
H -0.42620 5.17385 5.41875 0.00
H 0.04299 1.01047 -4.74270 -0.01
H -0.54676 5.94470 1.35836 0.00
H 2.06846 -7.84681 -3.43845 0.01
H 2.08592 2.99664 -3.93134 0.06
H -0.53957 2.92214 4.76994 0.00
H 0.20983 -4.10747 -2.54045 -0.03
H 0.30583 -3.73489 2.49390 -0.03
H 3.50530 -7.73372 -2.57641 0.01
H -3.62861 -2.76380 3.76378 0.05
H 4.61185 -5.27894 -1.90091 0.06
H -1.48307 5.83157 -5.58845 0.02
H 4.29246 -4.09698 0.17247 -0.02
H -2.81629 7.64966 2.57900 0.00
H 0.95295 0.98139 -3.25454 0.23
H 2.67779 -7.86214 -0.61343 -0.01
H 0.38557 -0.63052 0.49922 -0.02
H -1.02472 6.84854 5.92274 0.00
H -2.45711 4.09808 5.81552 0.00
H -1.33905 0.85284 -2.25257 0.07
H -2.58321 2.39618 3.99090 0.00
H -1.11263 0.02271 -0.10563 0.17
H -2.96548 -0.29188 5.50211 0.00
H 3.17807 -6.34595 -3.56094 0.03
H 3.04607 -0.66363 5.97582 0.00
H 0.51192 3.97463 3.67670 -0.01
H 3.29391 -2.29023 5.74437 -0.01
H 0.26381 6.60786 4.79333 0.00
H 2.58606 -2.04795 -0.45235 -0.02
H 2.57675 -4.27134 0.56060 0.05
H 0.14840 6.05546 -6.32495 0.00
H 1.25710 -2.75973 1.59457 0.06
H 1.50851 -6.93188 0.25022 0.01
H 4.98200 -3.63629 -1.94015 -0.01
H -3.99446 -4.09155 -4.18560 0.11
H -2.45568 2.18805 -2.34695 0.17
H -2.74701 -3.80289 -5.60715 0.07
H -0.64319 -1.53217 -0.72408 0.04
H -0.85720 -2.14620 -5.48875 0.04
H -2.84599 3.95666 -3.93688 0.01
H 3.11107 -1.94026 -2.18926 0.04
H 1.82217 3.93962 -6.07474 0.04

=====

# 2
15
Properties=species:S:1:pos:R:3:nbo_charge:R:1 method="wB97M-V/def2-TZVPD" homo_lumo_gap_ev=11.1
O 2.01731 -1.45774 -0.84423 -0.59
O 1.22109 0.19739 0.48371 -0.50
C -0.44900 1.68484 -0.24247 -0.61
C -0.15060 0.24141 0.07832 0.23
C -1.03404 -0.67524 0.86490 -0.44
C 2.14745 -0.63210 0.02109 0.66
C -0.85198 -0.88767 -0.61610 -0.44
H -1.49759 1.83685 -0.51085 0.22
H -1.97931 -0.32842 1.27061 0.22
H -1.66429 -0.57416 -1.26772 0.22
H -0.20336 2.32730 0.61059 0.22
H -0.48084 -1.36835 1.50092 0.22
H 0.17026 2.00154 -1.09081 0.22
H -0.29323 -1.75002 -0.95576 0.26
H 3.08228 -0.45575 0.57561 0.12